# C29H31O2

A cluster of 2 separate species, C29H31O2 in total in a non-equilibrium geometry (wB97M-V/def2-TZVPD, OMol25).

Atoms and positions in Å:
C 0.1348 -0.8871 -5.1172
C 1.5156 -0.5182 -4.6677
H -0.1553 0.8497 -0.1728
C 2.2317 -1.3860 -3.8042
C 3.5614 -1.1570 -3.4794
C 4.4641 -2.1316 -2.7459
C 4.2427 0.0995 -4.0023
C 3.2973 1.1375 -4.5912
C 3.9681 2.4453 -4.9397
C 1.9948 0.7998 -4.8975
H 0.1824 -1.2597 -6.1383
H -0.2838 -1.7062 -4.5204
H -0.5606 -0.0393 -5.1140
H 1.6508 -2.2262 -3.3828
H 5.5294 -1.8562 -2.8375
H 4.2694 -2.1795 -1.6645
H 4.3554 -3.1574 -3.1416
H 4.8707 0.5455 -3.1938
H 5.0146 -0.1871 -4.7544
H 5.0637 2.3541 -4.8563
H 3.7212 2.7761 -5.9646
H 3.6964 3.2667 -4.2630
H 1.2697 1.5288 -5.2984
C 2.3375 5.8954 3.9285
O 1.8591 5.5001 2.6206
C 1.3283 4.3034 2.2389
C 0.9542 4.2335 0.8708
C 0.1841 3.1941 0.4179
C -0.3032 2.2020 1.2713
C -0.9545 1.0623 0.4780
C -1.3682 -0.3222 1.0004
C -2.0145 -1.2135 0.1072
C -2.2487 -2.5421 0.4360
C -2.0733 -2.9496 1.7619
O -2.6985 -4.1484 2.1660
C -3.8845 -4.0035 2.9252
C -5.1040 -4.4038 2.3344
C -6.3037 -4.1064 2.9873
C -6.2938 -3.5318 4.2617
C -5.0833 -3.1844 4.8635
C -3.8670 -3.3866 4.1931
C -1.4760 -2.0703 2.6637
C -0.9770 -0.8330 2.2399
C -0.0865 2.3292 2.6476
C 0.8212 3.3029 3.1081
H 2.8275 6.8528 3.6917
H 1.5097 6.0911 4.6292
H 3.0796 5.1935 4.3406
H 1.2187 5.0508 0.2195
H -0.0258 3.1234 -0.6454
H -1.7293 1.4128 -0.2569
H -2.2882 -0.8693 -0.9015
H -2.6231 -3.2467 -0.3220
H -5.0763 -4.8962 1.3531
H -7.2425 -4.3513 2.4907
H -7.2286 -3.3844 4.7956
H -5.0577 -2.7473 5.8654
H -2.9221 -3.0612 4.6464
H -1.3964 -2.3944 3.6888
H -0.2784 -0.2937 2.8866
H -0.6150 1.6917 3.3652
H 1.0657 3.3898 4.1782

Strongest force on any atom = 1.77 eV/Å
Net charge = +1
Electronic energy = -1273.790099 Eh